(1)
DFT (ωB97M-V/def2-TZVPD) results for C22H23ClN4O2 in the gas phase.

XYZ file:
```
52
Properties=species:S:1:pos:R:3:nbo_charge:R:1
Cl -6.47 0.62 2.04 0.0297
O 5.17 2.63 1.25 -0.4950
O 0.52 -0.72 1.95 -0.6084
N 0.66 -2.16 0.22 -0.4326
N -4.26 0.47 -1.11 -0.1509
N 3.11 -2.20 -0.61 -0.4551
N -4.72 -0.78 -1.14 -0.2603
C 4.07 -0.03 -1.04 -0.2533
C 1.43 -3.11 0.99 -0.2485
C -1.43 0.01 -0.71 -0.2295
C 3.72 -0.69 1.23 -0.2694
C 0.16 2.20 -1.27 -0.2025
C -0.15 0.09 -0.17 -0.1136
C -5.57 0.29 0.62 -0.1674
C 4.68 1.47 0.73 0.2639
C -4.74 1.16 -0.06 -0.0631
C 0.37 -0.95 0.77 0.6803
C 3.60 -0.99 -0.13 0.2187
C 4.59 1.18 -0.62 -0.2946
C 0.64 1.20 -0.45 -0.1851
C 5.63 3.62 0.37 -0.2495
C -3.31 0.92 -2.09 -0.2470
C -5.52 -0.91 -0.10 -0.0718
C -1.92 1.03 -1.52 0.0466
C 4.25 0.51 1.65 -0.2194
C 2.82 -3.28 0.31 -0.2328
C 0.72 -2.42 -1.20 -0.2410
C 2.17 -2.19 -1.71 -0.2231
C -1.11 2.12 -1.80 -0.2284
H 0.02 -1.78 -1.73 0.2313
H 0.90 -4.06 1.03 0.1965
H 0.78 3.06 -1.49 0.2165
H -2.06 -0.84 -0.48 0.2300
H 6.47 3.26 -0.24 0.1731
H 2.83 -4.20 -0.28 0.1967
H 4.33 0.74 2.70 0.2263
H 3.61 -3.35 1.05 0.2200
H -4.47 2.18 0.13 0.2296
H 4.93 1.88 -1.37 0.2184
H -3.63 1.89 -2.49 0.2120
H 0.42 -3.47 -1.35 0.1970
H -3.33 0.18 -2.90 0.2412
H 2.44 -2.98 -2.43 0.1925
H -1.48 2.91 -2.44 0.2084
H 1.63 1.26 -0.01 0.2350
H 3.39 -1.38 1.98 0.2202
H 4.04 -0.24 -2.10 0.2107
H 4.83 3.98 -0.29 0.1706
H 2.22 -1.23 -2.22 0.2142
H 1.52 -2.70 2.00 0.2448
H -6.02 -1.83 0.09 0.2187
H 5.97 4.45 0.99 0.1998
```

Output
Highest occupied orbital energy   -7.449 eV
LUMO level   0.6271 eV



(2)
DFT (ωB97M-V/def2-TZVPD) results for a molecular structure, C37H56EuGeN6O6P in a non-equilibrium geometry.

XYZ file:
```
108
Properties=species:S:1:pos:R:3:lowdin_spin:R:1
Eu -0.26 -0.64 -0.06 6.0521
Ge 2.26 -1.76 -1.25 -0.0004
P 0.05 2.21 0.69 -0.0077
O 0.47 -2.66 -0.95 -0.0058
O -3.85 2.49 -1.52 -0.0002
O 2.17 -1.30 0.63 -0.0025
O 1.20 -0.06 -1.69 -0.0082
O 0.07 -0.19 1.97 -0.0094
O 0.32 -1.47 3.65 -0.0006
N -1.14 -1.96 2.06 -0.0031
N -3.49 -2.97 1.29 0.0001
N -2.32 0.98 -0.90 -0.0081
N -0.21 -1.22 2.59 0.0007
N -1.01 -3.58 3.80 0.0001
N -2.75 -3.56 2.33 0.0001
C -0.14 4.87 -0.06 -0.0004
C 1.76 2.71 1.01 0.0001
C 2.48 3.38 0.01 -0.0002
C 3.18 -1.77 1.53 -0.0001
C -3.41 -0.82 -2.32 0.0000
C -0.75 -4.66 -0.45 0.0001
C -2.32 -0.42 -3.31 0.0000
C 1.57 -4.85 -1.31 -0.0002
C -2.60 2.22 -1.16 -0.0002
C 0.67 1.83 -3.08 0.0002
C -3.56 0.20 -1.17 -0.0001
C -2.05 1.73 2.48 0.0001
C 3.66 2.87 2.48 0.0000
C 3.05 1.09 -2.80 -0.0002
C -0.64 5.96 -0.75 0.0000
C -2.27 4.55 -1.78 0.0001
C -0.66 3.60 -0.25 -0.0013
C 2.37 2.43 2.24 -0.0002
C 1.59 0.62 -2.90 -0.0009
C -1.24 3.66 4.30 0.0000
C -1.61 -3.03 2.76 0.0000
C 2.73 -3.09 2.18 0.0000
C 0.29 -4.02 -1.39 -0.0001
C -2.41 2.93 4.53 -0.0001
C -0.48 3.42 3.17 -0.0004
C -3.12 -2.20 -1.76 -0.0005
C -1.68 5.79 -1.65 -0.0001
C -2.81 1.98 3.61 0.0001
C 3.39 -0.70 2.61 0.0000
C -0.87 2.44 2.26 -0.0011
C -0.17 -4.00 -2.86 0.0000
C -4.61 1.29 -1.50 -0.0001
C 4.50 -1.99 0.80 -0.0002
C 3.76 3.82 0.26 0.0000
C -1.79 3.44 -1.08 -0.0001
C 4.35 3.56 1.49 -0.0003
C 1.46 -0.32 -4.11 -0.0002
H -0.36 -4.61 0.57 0.0000
H -5.07 1.17 -2.48 0.0000
H 2.02 3.58 -0.94 0.0000
H -1.40 -4.40 4.24 0.0000
H -3.11 4.42 -2.45 0.0000
H -1.33 -0.53 -2.84 -0.0001
H 3.29 1.72 -3.64 -0.0001
H -0.22 6.94 -0.58 0.0000
H 0.69 -3.82 -3.50 0.0000
H 0.89 2.32 -4.02 0.0000
H -2.35 0.96 1.76 0.0002
H 4.12 -1.04 3.34 0.0000
H -2.37 -1.05 -4.19 0.0000
H -3.91 -3.71 0.72 0.0000
H -5.39 1.39 -0.75 0.0000
H -0.22 -3.11 4.24 0.0000
H -4.36 -0.87 -2.86 0.0000
H -0.89 -5.70 -0.71 0.0000
H -2.45 0.61 -3.64 0.0000
H 1.66 0.23 -5.02 -0.0001
H -2.99 3.11 5.41 0.0000
H 2.44 -3.81 1.42 0.0000
H 2.18 -1.13 -4.03 0.0000
H 4.40 -2.83 0.10 0.0000
H -0.37 1.52 -3.07 0.0001
H 5.30 -2.22 1.50 -0.0001
H -2.22 -2.14 -1.11 -0.0006
H 1.90 -2.93 2.86 0.0000
H 3.55 -3.51 2.76 0.0000
H 5.36 3.89 1.68 0.0000
H 0.42 4.00 3.01 0.0000
H 4.12 2.68 3.44 0.0000
H 2.45 -0.49 3.13 0.0000
H 3.21 1.65 -1.88 0.0000
H 0.83 2.55 -2.27 0.0000
H -3.84 -0.33 -0.25 0.0001
H -2.05 6.63 -2.22 0.0000
H -1.71 -4.15 -0.50 0.0000
H 1.95 -4.88 -0.29 0.0000
H -2.96 -2.90 -2.57 0.0000
H 4.30 4.36 -0.50 0.0000
H -4.25 -2.41 1.69 0.0000
H 4.78 -1.09 0.24 0.0000
H -0.93 4.41 5.01 0.0000
H 3.75 0.21 2.14 0.0000
H -0.61 -4.96 -3.13 0.0000
H 1.37 -5.86 -1.64 -0.0001
H 1.82 1.88 3.00 0.0000
H -3.15 -4.35 2.84 0.0000
H -0.89 -3.21 -3.03 0.0000
H 2.35 -4.42 -1.95 0.0000
H 0.46 -0.75 -4.17 0.0000
H -3.73 1.43 3.78 0.0000
H 0.66 5.02 0.64 0.0000
H -3.97 -2.55 -1.17 0.0000
H 3.72 0.23 -2.81 0.0000
```

Output
Charge   +2
<S²>   12.012
Highest occupied orbital energy (alpha / beta)   -13.071 / -13.076 eV
LUMO level (alpha / beta)   -6.3545 / -6.0041 eV
Multiplicity   7